Entry 1:
9
Properties=species:S:1:pos:R:3:lowdin_charge:R:1 method="wB97M-V/def2-TZVPD" total_energy_ev=-33285.77966 smiles="O=S(=O)(F)OCCl" total_charge=0 homo_ev=-11.44 relative_energy_kj_mol=1.16 max_force_ev_per_a=4.50 mol_weight_g_mol=148.54
O 2.48 0.00 -0.58 -0.194
S 1.29 -0.13 0.17 0.634
O 1.20 -0.90 1.32 -0.218
F 0.83 1.40 0.50 -0.174
O 0.03 -0.42 -0.86 -0.235
C -1.21 -0.05 -0.37 -0.673
Cl -1.69 -0.79 1.12 0.692
H -1.87 -0.16 -1.13 0.065
H -1.05 1.06 -0.17 0.103

=====

Entry 2:
9
Properties=species:S:1:pos:R:3:lowdin_charge:R:1 method="wB97M-V/def2-TZVPD" total_energy_ev=-18889.36338 smiles="O=C[PH2]=C(F)F" total_charge=0 homo_ev="-8.47 / -8.46" relative_energy_kj_mol=631.68 max_force_ev_per_a=2.80 mol_weight_g_mol=112.02
O 1.73 1.26 -0.66 0.012
C 0.58 1.39 -0.44 -0.447
P -0.66 -0.17 -0.53 0.964
C -2.17 -1.31 -0.93 -0.422
F -2.63 -0.95 -2.21 -0.101
F -3.16 -0.93 -0.08 -0.071
H 0.14 2.33 -0.07 0.078
H -0.37 -0.03 0.86 -0.004
H 0.34 -1.15 -0.73 -0.008

=====

Entry 3:
97
Properties=species:S:1:pos:R:3:lowdin_charge:R:1 method="wB97M-V/def2-TZVPD" total_energy_ev=-59159.30769 smiles="COCCCCO[P@@](=O)(OC)ON(C)C(C)=O.CC(C)O.CC(C)O.CC(C)O.CC(C)O.CC(C)O" total_charge=0 homo_ev=-9.46 relative_energy_kj_mol=256.08 max_force_ev_per_a=4.44 mol_weight_g_mol=569.71
C -3.43 1.43 1.33 -0.120
O -2.05 1.77 1.55 -0.248
C -1.34 2.01 0.31 -0.214
C -0.69 0.72 -0.35 -0.155
C 0.47 0.02 0.52 -0.157
C -0.10 -0.66 1.84 -0.259
O 0.84 -1.55 2.51 -0.226
P 0.36 -1.69 4.15 0.723
O -1.15 -1.49 4.34 -0.304
O 0.68 -3.32 4.56 -0.256
C -0.41 -4.12 4.01 -0.143
O 1.15 -0.58 5.16 -0.177
N 0.83 0.71 4.84 -0.210
C 1.83 1.36 3.94 -0.041
C 0.55 1.53 6.03 -0.333
C -0.79 2.42 6.10 0.005
O 1.36 1.59 6.99 0.063
H -4.02 2.34 0.98 0.098
H -3.87 1.16 2.36 0.104
H -3.59 0.52 0.66 0.096
H -0.63 2.88 0.48 0.133
H -2.13 2.39 -0.44 0.123
H -0.18 1.08 -1.32 0.099
H -1.44 -0.08 -0.68 0.107
H 1.34 0.74 0.72 0.120
H 0.93 -0.82 -0.12 0.107
H -1.11 -1.14 1.58 0.131
H -0.33 0.19 2.58 0.097
H -1.27 -4.25 4.76 0.104
H -0.85 -3.68 3.05 0.082
H -0.07 -5.18 3.74 0.101
H 1.25 2.04 3.22 0.100
H 2.44 0.61 3.33 0.108
H 2.52 2.08 4.52 0.104
H -0.62 3.43 5.60 0.095
H -1.03 2.64 7.20 0.094
H -1.67 1.93 5.57 0.088
C 2.77 3.67 10.87 -0.069
C 2.55 2.17 10.88 -0.501
C 3.63 1.44 10.09 -0.065
O 1.27 1.87 10.31 -0.062
H 2.73 4.07 9.85 0.080
H 1.98 4.18 11.43 0.078
H 3.73 3.93 11.32 0.077
H 2.54 1.80 11.91 0.136
H 3.62 1.76 9.04 0.076
H 3.45 0.37 10.09 0.081
H 4.62 1.64 10.51 0.077
H 1.27 2.19 9.40 0.060
C -1.27 -4.87 -1.62 -0.056
C -0.16 -3.88 -1.95 -0.493
C 1.08 -4.13 -1.11 -0.058
O -0.63 -2.55 -1.73 -0.076
H -1.57 -4.77 -0.57 0.083
H -2.16 -4.68 -2.22 0.072
H -0.94 -5.90 -1.79 0.084
H 0.09 -3.97 -3.01 0.139
H 0.85 -4.00 -0.04 0.079
H 1.86 -3.40 -1.35 0.081
H 1.47 -5.13 -1.27 0.082
H -0.86 -2.47 -0.80 0.071
C -3.40 -2.58 -5.65 -0.062
C -3.97 -1.55 -4.69 -0.496
C -2.98 -0.43 -4.43 -0.066
O -4.30 -2.18 -3.45 -0.057
H -2.50 -3.04 -5.24 0.076
H -4.12 -3.39 -5.82 0.080
H -3.16 -2.13 -6.62 0.076
H -4.90 -1.14 -5.10 0.139
H -2.06 -0.82 -3.98 0.073
H -3.40 0.30 -3.73 0.080
H -2.72 0.09 -5.36 0.075
H -3.49 -2.55 -3.08 0.070
C 0.28 2.69 -3.86 -0.066
C 1.79 2.75 -3.79 -0.493
C 2.43 2.22 -5.06 -0.068
O 2.25 1.99 -2.67 -0.065
H -0.06 1.65 -3.98 0.073
H -0.17 3.06 -2.93 0.071
H -0.11 3.28 -4.69 0.081
H 2.11 3.79 -3.62 0.139
H 2.16 1.17 -5.22 0.075
H 3.52 2.26 -5.00 0.082
H 2.11 2.80 -5.93 0.076
H 1.98 1.07 -2.81 0.082
C 0.72 -1.10 -8.86 -0.065
C 0.52 0.32 -8.38 -0.498
C -0.04 1.20 -9.49 -0.065
O 1.77 0.86 -7.94 -0.066
H 1.44 -1.14 -9.69 0.081
H 1.14 -1.72 -8.06 0.080
H -0.22 -1.55 -9.19 0.079
H -0.16 0.33 -7.53 0.134
H 0.64 1.25 -10.34 0.082
H -0.17 2.23 -9.13 0.080
H -1.01 0.83 -9.84 0.080
H 2.38 0.86 -8.69 0.092